This record from OMol25 describes a molecular structure, C32H53NP2Rh. The level of theory is ωB97M-V/def2-TZVPD.

Each line ends with the Mulliken spin population.
Element x y z (Å)
Rh: -0.315 -0.401 -0.717  0.665
C: -0.407 -1.188 1.179  0.027
C: -0.969 0.135 1.155  -0.072
C: -2.183 -1.186 -0.313  0.022
C: -1.189 -2.005 0.301  0.127
C: -2.057 0.139 0.217  0.180
C: 0.746 -1.652 2.003  0.007
H: 1.430 -0.814 2.177  0.018
H: 1.287 -2.452 1.483  -0.012
H: 0.412 -2.040 2.974  0.006
C: -1.090 -3.489 0.155  0.028
H: -0.863 -3.966 1.115  0.002
H: -0.282 -3.743 -0.541  -0.005
H: -2.019 -3.907 -0.246  0.003
C: -3.280 -1.696 -1.202  0.001
H: -3.925 -2.409 -0.674  0.001
H: -2.883 -2.217 -2.079  0.000
H: -3.893 -0.860 -1.545  -0.002
C: -2.949 1.289 -0.122  0.078
H: -3.962 1.140 0.276  0.007
H: -3.032 1.396 -1.211  -0.006
H: -2.538 2.213 0.293  -0.006
C: -0.588 1.275 2.044  0.053
H: -1.487 1.722 2.487  -0.005
H: -0.075 2.062 1.474  0.084
H: 0.079 0.942 2.845  0.000
C: 3.793 2.200 0.464  0.827
C: 3.333 1.975 1.744  0.741
C: 2.702 2.981 2.642  0.195
C: 2.404 4.267 1.809  0.092
C: 1.225 4.167 0.990  0.698
C: 1.150 3.789 -0.420  -0.042
C: 1.539 2.287 -0.793  0.377
C: 3.015 1.849 -0.807  0.003
H: 3.382 3.246 3.472  0.052
H: 3.298 4.441 1.160  -0.103
H: 1.775 2.581 3.094  0.007
H: 3.525 2.253 -1.702  0.008
H: 4.898 2.250 0.344  0.115
H: 3.511 0.994 2.193  -0.038
H: 3.038 0.758 -0.968  -0.037
H: 0.996 1.621 -0.095  -0.191
H: 0.054 3.771 -0.635  0.003
H: 1.127 2.064 -1.795  0.040
H: 2.333 5.143 2.471  0.029
H: 0.273 4.442 1.462  -0.088
P: 4.333 4.292 -0.781  0.107
C: 5.874 3.840 -1.648  0.010
C: 4.812 5.887 0.000  0.020
P: 1.521 5.107 -1.633  0.048
C: 3.252 4.930 -2.137  0.059
C: 1.279 6.701 -0.792  0.014
C: 0.539 5.140 -3.135  0.009
H: 5.646 3.436 -2.644  0.000
H: 6.412 3.083 -1.061  -0.004
H: 6.500 4.735 -1.744  0.003
H: 5.589 6.324 -0.646  -0.001
H: 5.230 5.698 1.000  0.000
H: 3.962 6.579 0.092  -0.002
H: 0.936 5.904 -3.827  0.001
H: -0.503 5.392 -2.897  0.000
H: 0.583 4.162 -3.632  0.000
H: 3.338 4.267 -3.016  0.014
H: 3.663 5.917 -2.426  0.001
H: 0.249 7.040 -0.979  -0.002
H: 1.962 7.475 -1.172  -0.003
H: 1.408 6.620 0.296  -0.012
C: 2.430 -4.158 -0.758  0.005
N: 1.439 -3.664 -1.707  0.012
C: 1.018 -4.691 -2.653  -0.001
C: 1.804 -2.381 -2.273  -0.016
C: 0.768 -1.800 -3.204  -0.091
C: 0.781 -2.155 -4.555  0.004
C: -0.202 -1.689 -5.429  0.006
C: -1.203 -0.845 -4.944  -0.003
C: -1.200 -0.436 -3.604  -0.131
C: -0.195 -0.902 -2.765  0.025
H: 3.392 -4.366 -1.263  0.000
H: 2.063 -5.085 -0.293  0.001
H: 2.593 -3.398 0.018  -0.004
H: 0.797 -5.602 -2.078  0.000
H: 0.111 -4.387 -3.192  0.000
H: 1.806 -4.929 -3.393  0.000
H: 1.969 -1.703 -1.418  0.031
H: 2.757 -2.487 -2.826  0.002
H: 1.585 -2.802 -4.910  0.000
H: -0.196 -2.003 -6.472  0.001
H: -1.995 -0.476 -5.593  -0.001
H: -1.951 0.242 -3.210  0.008

Output
Energy in eV: -57105.7477
Multiplicity: 5
Charge: +1
Relative energy (zero: lowest compared OMol25 entry of this formula, charge and spin) in kJ/mol: 0.0
LUMO energy (spin up / spin down) in eV: -2.30 / -3.18
Gap between HOMO and LUMO (spin up / spin down) in eV: 5.9 / 6.5
⟨S²⟩: 6.01

This record from OMol25 describes 4 unconnected molecules or ions with the total composition C5H21N3O3. The level of theory is ωB97M-V/def2-TZVPD.

Each line ends with the Löwdin charge.
Element x y z (Å)
C: 1.545 1.269 -1.666  -0.122
C: 1.773 -0.008 -0.874  -0.202
C: 0.640 -0.131 0.228  -0.363
C: 1.109 0.561 1.653  -0.240
N: 1.065 2.028 1.636  -0.060
N: 0.450 -1.500 0.561  -0.069
C: -1.004 -1.884 0.853  -0.274
N: -1.519 -2.547 -0.315  0.004
H: 2.220 2.107 -1.348  0.091
H: 0.514 1.506 -1.702  0.039
H: 1.728 1.226 -2.721  0.057
H: 1.707 -0.910 -1.518  0.101
H: 2.758 -0.059 -0.456  0.091
H: -0.323 0.367 -0.138  0.124
H: 2.208 0.173 1.958  0.155
H: 0.301 0.345 2.392  0.069
H: 0.632 2.505 0.768  0.096
H: 2.131 2.288 1.496  0.105
H: 1.222 -1.857 1.149  0.119
H: -1.613 -0.982 1.124  0.086
H: -1.051 -2.464 1.860  0.140
H: -1.243 -2.049 -1.185  0.033
H: -1.031 -3.397 -0.430  0.045
O: -1.122 -0.902 -2.722  -0.015
H: -0.188 -0.674 -2.798  0.046
H: -1.236 -1.742 -3.082  0.025
O: -2.517 1.504 -1.258  -0.053
H: -2.538 0.856 -0.429  0.104
H: -2.010 1.102 -1.870  -0.086
O: -1.796 1.045 3.255  -0.062
H: -1.185 1.798 3.006  0.059
H: -1.626 0.426 2.574  -0.046

Output
Energy in eV: -16135.9565
SMILES string: CC[C@H](CN)NCN.O.O.O
Relative energy (zero: lowest compared OMol25 entry of this formula, charge and spin) in kJ/mol: 235.6
LUMO energy in eV: 0.36
Gap between HOMO and LUMO in eV: 8.8

This record from OMol25 describes C6H10N2O in the gas phase. The level of theory is ωB97M-V/def2-TZVPD.

Each line ends with the Löwdin charge.
Element x y z (Å)
C: -1.647 1.759 2.012  -0.078
O: -0.708 1.957 0.982  -0.067
C: 0.044 1.058 0.489  -0.381
N: 0.348 -0.033 0.941  0.072
C: 1.337 -0.966 0.486  -0.224
C: 1.628 -0.943 -1.024  -0.214
C: 0.518 -1.455 -1.890  -0.129
C: -0.616 -0.879 -1.916  -0.222
N: -1.744 -0.485 -1.601  0.151
H: -2.621 2.270 1.784  0.097
H: -1.386 2.213 3.017  0.101
H: -1.796 0.708 2.227  0.076
H: 0.648 1.648 -0.341  0.176
H: 0.925 -1.940 0.716  0.106
H: 2.204 -0.851 1.114  0.107
H: 2.004 0.058 -1.273  0.097
H: 2.539 -1.571 -1.106  0.110
H: 0.666 -2.521 -2.306  0.144
H: -2.343 -0.027 -2.310  0.079

Output
Energy in eV: -11408.5088
SMILES string: CO/C=N/CCC=C=N
Relative energy (zero: lowest compared OMol25 entry of this formula, charge and spin) in kJ/mol: 345.3
LUMO energy in eV: 0.94
Gap between HOMO and LUMO in eV: 9.5

This record from OMol25 describes 6 unconnected molecules or ions with the total composition C16H36Br10Cl2NO4P3. The level of theory is ωB97M-V/def2-TZVPD.

Each line ends with the Löwdin charge.
Element x y z (Å)
C: -4.731 2.324 1.369  -0.129
C: -3.778 1.253 1.960  -0.262
C: -3.203 0.393 0.821  -0.268
C: -1.769 -0.133 1.127  -0.342
P: -0.470 1.008 0.471  0.628
C: -1.033 2.764 0.102  -0.358
C: 0.092 3.693 -0.230  -0.916
O: 1.178 3.420 -0.413  0.056
Cl: -0.419 5.416 -0.391  0.626
P: -1.049 0.399 -1.657  0.420
O: -0.422 -1.114 -1.865  -0.443
Cl: 0.139 1.578 -2.907  0.198
P: 0.290 1.601 2.518  0.427
N: -0.663 2.625 3.232  -0.199
O: 0.455 0.311 3.521  -0.244
O: 1.800 2.178 2.312  -0.195
H: -5.330 2.721 2.191  -0.051
H: -5.339 1.863 0.593  0.075
H: -4.114 3.139 0.993  0.064
H: -2.977 1.809 2.457  0.070
H: -4.285 0.668 2.723  0.064
H: -3.857 -0.471 0.700  0.114
H: -3.254 0.973 -0.097  0.056
H: -1.726 -0.292 2.200  0.054
H: -1.673 -1.069 0.577  0.071
H: 0.879 0.592 0.143  0.007
H: -1.639 2.683 -0.809  0.054
H: -1.705 3.138 0.868  0.065
H: 0.533 -1.026 -2.053  -0.099
H: -0.119 3.475 3.388  -0.013
H: -0.326 0.297 4.094  0.053
H: 2.409 1.421 2.307  0.072
Br: -0.533 -3.122 3.781  0.614
C: 0.988 -3.172 4.993  -0.684
C: 2.171 -3.862 4.369  -0.701
Br: 1.945 -5.795 4.351  0.604
H: 0.648 -3.651 5.906  0.050
H: 1.223 -2.128 5.198  0.051
H: 3.069 -3.685 4.958  0.060
H: 2.346 -3.557 3.343  -0.020
Br: 2.856 -1.397 -2.836  0.663
C: 4.273 -2.132 -1.726  -0.683
C: 3.786 -3.309 -0.931  -0.700
Br: 2.703 -2.731 0.577  0.650
H: 4.644 -1.322 -1.105  0.056
H: 5.050 -2.436 -2.426  0.000
H: 4.623 -3.850 -0.494  0.063
H: 3.180 -3.996 -1.514  0.032
Br: 0.777 4.565 -5.820  0.598
C: 2.247 4.449 -4.549  -0.699
C: 3.443 3.757 -5.147  -0.689
Br: 3.179 1.832 -5.235  0.584
H: 1.863 3.944 -3.667  0.018
H: 2.489 5.480 -4.298  0.059
H: 4.317 3.898 -4.515  0.057
H: 3.669 4.092 -6.155  0.048
Br: -7.014 2.358 3.882  0.703
C: -8.095 0.907 3.167  -0.667
C: -8.102 -0.285 4.087  -0.692
Br: -6.437 -1.287 3.976  0.618
H: -7.703 0.679 2.180  0.053
H: -9.097 1.319 3.072  0.058
H: -8.878 -0.988 3.791  0.057
H: -8.238 -0.014 5.129  0.050
Br: 4.512 -5.118 -4.192  0.642
C: 4.999 -4.492 -5.971  -0.679
C: 6.290 -3.719 -5.947  -0.688
Br: 6.030 -1.931 -5.229  0.635
H: 4.162 -3.908 -6.341  0.055
H: 5.105 -5.394 -6.571  0.059
H: 6.666 -3.571 -6.958  0.059
H: 7.057 -4.195 -5.344  0.051

Output
Energy in eV: -780193.5872
SMILES string: CCCC[PH](CC(=O)Cl)(P(O)Cl)P(=N)(O)O.BrCCBr.BrCCBr.BrCCBr.BrCCBr.BrCCBr
LUMO energy in eV: 0.30
Gap between HOMO and LUMO in eV: 7.5

This record from OMol25 describes 2 unconnected molecules or ions with the total composition C4H15N2O. The level of theory is ωB97M-V/def2-TZVPD.

Each line ends with the Löwdin charge.
Element x y z (Å)
C: -1.383 1.585 -1.693  -0.073
C: -0.063 2.103 -1.004  -0.195
N: 0.364 1.301 0.210  0.122
H: -1.970 2.481 -2.027  0.089
H: -1.169 1.010 -2.615  0.078
H: -2.073 1.006 -1.031  0.082
H: 0.759 2.124 -1.742  0.121
H: -0.128 3.174 -0.737  0.121
H: -0.223 1.548 1.012  0.138
H: 1.257 1.636 0.518  0.142
H: 0.236 0.206 -0.018  0.096
C: 1.566 -2.008 -0.118  -0.072
N: 0.311 -1.312 0.256  -0.150
C: -0.135 -1.557 1.643  -0.216
O: -0.942 -0.424 2.067  -0.070
H: 2.399 -1.332 0.134  0.086
H: 1.663 -2.130 -1.222  0.103
H: 1.698 -2.950 0.409  0.087
H: -0.401 -1.590 -0.418  0.130
H: -0.697 -2.488 1.711  0.133
H: 0.743 -1.621 2.318  0.139
H: -1.812 -0.762 2.347  0.107

Output
Energy in eV: -9412.2761
Charge: +1
Relative energy (zero: lowest compared OMol25 entry of this formula, charge and spin) in kJ/mol: 133.7
LUMO energy in eV: -2.78
Gap between HOMO and LUMO in eV: 11.3

This record from OMol25 describes a gas-phase ion, C3H4NOS (charge +1). The level of theory is ωB97M-V/def2-TZVPD.

Each line ends with the Löwdin charge.
Element x y z (Å)
C: 1.775 -1.371 -0.082  0.029
C: -1.131 -0.247 -0.076  -0.252
C: -0.175 0.854 0.094  -0.130
N: -0.880 -1.426 0.031  0.212
O: 2.688 1.109 -0.125  -0.325
S: 1.641 0.148 0.187  0.902
H: -2.146 0.009 0.038  0.141
H: -1.446 -2.257 -0.128  0.138
H: 0.080 1.475 -0.791  0.116
H: -0.407 1.706 0.852  0.168

Output
Energy in eV: -17532.6109
Charge: +1
Relative energy (zero: lowest compared OMol25 entry of this formula, charge and spin) in kJ/mol: 629.5
LUMO energy (spin up / spin down) in eV: -8.12 / -8.12
Gap between HOMO and LUMO (spin up / spin down) in eV: 7.9 / 7.9

This record from OMol25 describes a molecular structure, C42H41As2FeN3P2S4. The level of theory is ωB97M-V/def2-TZVPD.

Each line ends with the Löwdin charge.
Element x y z (Å)
Fe: 2.032 0.220 -0.302  -0.376
C: 1.774 -3.158 -1.987  -0.252
P: 1.498 -1.988 -0.571  0.840
C: -0.224 -2.450 -0.209  -0.284
C: 2.432 -2.898 0.737  -0.385
C: 1.960 -4.041 1.368  -0.096
C: 2.667 -4.608 2.422  -0.099
C: 3.854 -4.033 2.851  -0.091
C: 4.352 -2.907 2.208  -0.077
C: 3.659 -2.355 1.141  -0.380
P: 4.129 -0.836 0.269  0.858
C: 5.579 -0.148 1.110  -0.307
C: 5.047 -1.516 -1.185  -0.249
H: 1.413 -4.152 -1.715  0.035
H: 2.829 -3.241 -2.239  0.020
H: 1.221 -2.825 -2.869  0.031
H: -0.405 -3.525 -0.239  0.038
H: -0.871 -1.959 -0.937  0.017
H: -0.459 -2.057 0.781  -0.022
H: 1.010 -4.476 1.080  0.089
H: 2.270 -5.479 2.930  0.091
H: 4.381 -4.444 3.703  0.094
H: 5.252 -2.427 2.569  0.097
H: 6.418 -0.850 1.096  0.037
H: 5.310 0.146 2.129  -0.084
H: 5.840 0.763 0.567  0.032
H: 5.761 -2.282 -0.874  0.041
H: 5.601 -0.685 -1.631  0.039
H: 4.392 -1.921 -1.951  -0.002
S: 1.131 2.955 3.734  -0.190
As: 2.339 1.513 2.770  -0.421
S: 1.125 -0.129 1.909  0.106
S: 2.972 2.175 0.735  0.137
S: 3.908 0.756 4.005  -0.178
N: 5.035 3.295 -3.507  0.111
C: 4.290 2.130 -3.437  -0.369
C: 3.654 1.791 -2.233  -0.089
N: 2.949 0.680 -2.099  -0.006
C: 2.894 -0.103 -3.197  -0.146
C: 3.531 0.235 -4.362  -0.125
N: 4.242 1.362 -4.514  0.109
H: 4.790 4.001 -2.832  0.092
H: 5.176 3.638 -4.443  0.081
H: 3.724 2.445 -1.371  -0.006
H: 2.319 -1.007 -3.119  0.059
H: 3.470 -0.417 -5.226  0.099
C: -5.052 -3.016 -1.560  -0.121
C: -4.995 -3.094 -0.176  -0.107
C: -4.218 -2.195 0.545  -0.096
C: -3.486 -1.209 -0.107  -0.359
C: -3.539 -1.146 -1.500  -0.122
C: -4.322 -2.035 -2.221  -0.101
As: -2.284 0.095 0.779  1.411
C: -2.828 -0.233 2.619  -0.328
C: -2.239 -1.136 3.491  -0.100
C: -2.684 -1.213 4.804  -0.089
C: -3.696 -0.369 5.244  -0.099
C: -4.262 0.561 4.386  -0.038
C: -3.829 0.638 3.065  -0.191
C: -4.306 1.589 2.050  -0.190
C: -5.299 2.547 2.230  -0.041
C: -5.651 3.383 1.181  -0.105
C: -5.017 3.270 -0.050  -0.094
C: -4.020 2.320 -0.236  -0.087
C: -3.670 1.480 0.806  -0.286
H: -5.658 -3.718 -2.122  0.087
H: -5.559 -3.858 0.348  0.091
H: -4.185 -2.261 1.627  0.093
H: -2.951 -0.398 -2.024  0.085
H: -4.355 -1.967 -3.302  0.094
H: -1.405 -1.744 3.162  0.086
H: -2.217 -1.905 5.494  0.096
H: -4.025 -0.417 6.276  0.091
H: -5.025 1.238 4.754  0.096
H: -5.793 2.650 3.190  0.096
H: -6.418 4.136 1.326  0.089
H: -5.280 3.940 -0.860  0.094
H: -3.505 2.253 -1.187  0.091
C: -1.427 4.837 -0.428  -0.111
C: -0.732 4.139 0.580  -0.082
C: -0.169 2.923 0.305  -0.118
C: -0.274 2.312 -0.968  -0.207
C: 0.347 1.031 -1.229  -0.169
C: -0.089 0.435 -2.405  -0.191
C: -0.923 1.055 -3.361  -0.135
C: -1.367 2.331 -3.167  -0.095
C: -1.062 2.984 -1.947  -0.215
C: -1.593 4.269 -1.660  -0.093
H: -1.857 5.811 -0.216  0.087
H: -0.616 4.548 1.576  0.078
H: 0.348 2.393 1.088  -0.034
H: 0.244 -0.574 -2.651  0.048
H: -1.184 0.517 -4.270  0.086
H: -1.973 2.844 -3.909  0.091
H: -2.167 4.774 -2.433  0.094

Output
Energy in eV: -266677.2309
Charge: -2
LUMO energy in eV: 4.10
Gap between HOMO and LUMO in eV: 5.2

This record from OMol25 describes a molecular structure, C2H11O12V. The level of theory is ωB97M-V/def2-TZVPD.

Each line ends with the Mulliken spin population.
Element x y z (Å)
O: 21.522 4.633 11.744  -0.080
V: 21.626 4.690 13.378  1.082
C: 23.732 3.273 13.431  -0.002
O: 23.664 4.264 12.762  0.014
O: 24.849 2.608 13.536  0.003
O: 22.675 3.013 14.043  0.002
H: 25.550 3.019 13.026  0.000
C: 19.287 4.456 13.541  0.007
O: 20.131 3.465 13.508  -0.022
O: 19.822 5.572 13.326  -0.019
O: 18.137 4.190 12.978  -0.005
O: 21.627 5.180 15.441  0.002
H: 21.310 6.053 15.733  0.001
H: 21.022 4.698 15.990  0.000
O: 22.314 4.119 9.526  -0.001
H: 22.018 3.254 9.381  0.000
H: 22.068 4.322 10.435  0.007
O: 21.598 1.957 11.627  0.001
H: 21.504 1.156 12.134  0.000
H: 20.741 2.019 11.323  0.000
O: 19.677 5.463 10.622  -0.001
H: 20.477 5.047 10.975  0.004
H: 19.901 5.801 9.766  0.000
O: 22.282 6.772 13.174  0.006
H: 22.048 7.615 13.494  0.001
H: 22.718 6.890 12.305  0.000

Output
Energy in eV: -52512.2239
Multiplicity: 2
Charge: -1
Relative energy (zero: lowest compared OMol25 entry of this formula, charge and spin) in kJ/mol: 57.3
LUMO energy (spin up / spin down) in eV: 2.14 / 2.13
Gap between HOMO and LUMO (spin up / spin down) in eV: 6.5 / 6.5
⟨S²⟩: 0.76

Max |F| list, top to bottom, in eV/Å: 5.569; 6.825; 5.630; 4.922; 2.312; 5.455; 0.645; 10.136